[1]
C5H9N3O | wB97M-V/def2-TZVPD

Each line ends with the natural charge from an NBO analysis.
Positions of all 18 atoms, in Å:
O 2.88 -0.71 -0.51  -0.5472
N -1.23 0.36 0.03  -0.5779
N 1.01 0.71 -0.41  -0.6236
N -2.38 -1.82 -0.45  -0.6450
C -1.41 -0.96 -0.59  0.2442
C -0.32 2.61 0.09  -0.6839
C 0.97 -1.77 0.58  -0.7946
C 1.62 -0.66 -0.25  0.6995
C -0.17 1.12 -0.15  0.4521
H 0.69 -2.77 0.13  0.2827
H 1.57 1.48 -0.87  0.4254
H 0.11 -1.84 1.38  0.2786
H -1.43 2.87 -0.07  0.2603
H -0.89 -1.03 -1.55  0.1401
H 1.80 -1.98 1.27  0.2617
H -0.46 2.73 1.48  0.2579
H 0.39 3.35 -0.61  0.2409
H -2.75 -1.70 0.49  0.3287

## Properties
- F_max (eV Å⁻¹) = 7.113
- ΔE to the lowest compared entry with this formula, charge and spin (kcal per mole) = 109.2
- frontier orbital gap (eV) = 9.241

***

[2]
C5H6O2 | wB97M-V/def2-TZVPD

Each line ends with the natural charge from an NBO analysis.
Positions of all 13 atoms, in Å:
O -2.16 0.20 0.63  -0.5033
O 0.92 -0.56 -1.00  -0.4786
C -0.27 -0.94 -0.36  -0.0527
C -1.00 0.22 0.24  0.5261
C -0.08 1.31 0.68  -0.2849
C 0.86 1.13 1.56  -0.3594
C 0.00 -1.22 -1.82  -0.0822
H -0.10 -1.61 0.45  0.2081
H 1.11 0.14 2.02  0.2039
H 0.17 -2.32 -1.95  0.1855
H -0.35 2.32 0.41  0.2239
H -0.47 -0.73 -2.67  0.2018
H 1.39 2.07 1.82  0.2119

## Properties
- F_max (eV Å⁻¹) = 2.613
- ΔE to the lowest compared entry with this formula, charge and spin (kcal per mole) = 68.7
- frontier orbital gap (eV) = 10.352

***

[3]
C32H23Cl5N3O2PRu | wB97M-V/def2-TZVPD

Each line ends with the natural charge from an NBO analysis.
Positions of all 67 atoms, in Å:
Ru -0.95 -1.16 -0.44  0.9368
Cl -6.20 -1.49 -2.25  0.0659
Cl -3.14 -1.90 -1.77  0.1051
Cl -6.95 -1.31 3.08  0.0770
Cl -8.09 -1.17 0.20  0.0705
Cl -3.90 -1.80 3.52  0.0495
P 1.24 -1.53 0.86  0.9836
O -2.64 0.74 0.04  -0.5899
O -2.41 -2.11 1.00  -0.6751
N -1.12 3.32 -1.73  -0.3830
N -0.97 1.12 -1.45  -0.6424
N 0.56 2.14 -2.89  -0.7644
C -4.23 -1.79 -0.46  -0.0985
C 2.72 -0.66 3.10  -0.2122
C -2.17 3.01 -0.79  -0.3166
C 2.90 -3.00 2.53  -0.1241
C -0.48 2.19 -2.06  0.6667
C -5.90 -1.52 1.74  -0.0531
C 0.48 2.51 1.37  -0.2326
C 2.38 -1.10 -0.49  -0.3605
C 0.91 -1.61 -4.39  -0.2083
C 3.69 -0.72 -0.29  -0.1827
C 3.80 -3.18 3.57  -0.2167
C 2.69 -0.94 -2.90  -0.0974
C 4.50 -0.39 -1.39  -0.1977
C -0.57 0.08 2.20  -0.2084
C 1.01 1.34 0.87  -0.2311
C -1.09 1.26 2.70  -0.1883
C 0.06 -1.83 -3.29  -0.2437
C 0.49 0.10 1.28  -0.2988
C 4.01 -0.49 -2.66  -0.1612
C -3.64 -1.91 0.84  0.3325
C -4.55 -1.75 1.94  -0.1413
C -6.43 -1.44 0.44  -0.1350
C -2.00 1.51 -0.65  0.6757
C 2.19 -1.15 -4.21  -0.1799
C 0.50 -1.62 -2.00  -0.0795
C 4.16 -2.11 4.37  -0.1767
C 1.84 -1.21 -1.80  -0.0247
C -5.57 -1.58 -0.66  -0.0865
C -0.57 2.47 2.29  -0.1899
C 3.62 -0.86 4.13  -0.1893
C -0.75 4.66 -2.11  -0.4217
C 2.38 -1.73 2.28  -0.3595
H 5.51 -0.06 -1.22  0.2299
H 4.11 -0.66 0.71  0.2367
H 4.86 -2.25 5.17  0.2291
H 0.90 3.46 1.07  0.2214
H -1.42 5.36 -1.63  0.2402
H 2.61 -3.83 1.90  0.2173
H -0.94 -0.88 2.56  0.2610
H -2.02 3.50 0.18  0.2434
H 0.86 2.95 -3.40  0.4183
H 4.64 -0.26 -3.51  0.2258
H 0.54 -1.83 -5.38  0.2338
H 4.21 -4.16 3.76  0.2301
H -3.16 3.27 -1.17  0.2483
H -0.94 -2.20 -3.49  0.2290
H 2.31 0.32 2.92  0.2229
H 3.89 -0.02 4.75  0.2258
H 0.27 4.88 -1.79  0.2112
H 2.84 -0.98 -5.05  0.2262
H -0.82 4.79 -3.19  0.2164
H -1.90 1.23 3.42  0.2412
H 1.86 1.37 0.20  0.2326
H -0.96 3.40 2.69  0.2284
H 0.93 1.23 -3.13  0.4386

## Properties
- F_max (eV Å⁻¹) = 4.132
- ΔE to the lowest compared entry with this formula, charge and spin (kcal per mole) = 31.6
- ⟨S²⟩ = 0.7783
- frontier orbital gap (alpha / beta) (eV) = 5.074 / 5.528
- 2S+1 = 2
- net charge = +1

***

[4]
C54H40F3IN2O10PS | wB97M-V/def2-TZVPD

Each line ends with the Löwdin charge.
Positions of all 112 atoms, in Å:
I 5.05 3.21 1.49  0.7629
S 1.59 -1.90 -0.64  0.1776
P 2.16 -0.73 0.81  0.4772
F -1.12 2.55 -2.91  0.1540
F 0.16 4.10 -3.73  0.1337
F 2.03 3.69 -1.77  0.0527
O -6.41 3.01 3.52  0.1019
O -1.38 2.23 4.60  0.1069
O 2.83 -5.81 -0.18  0.1124
O 4.42 0.70 2.89  0.0181
O 3.07 1.52 -8.98  0.1035
O 4.91 5.96 -6.61  0.1028
O 0.33 -9.38 2.93  0.0929
O -7.71 -2.14 4.29  0.0928
O -0.50 -0.88 1.75  -0.0701
O -1.19 1.05 0.84  0.0054
N -0.40 3.36 2.81  -0.1523
N 1.51 1.12 2.70  -0.1031
C 3.62 2.82 -4.18  -0.0471
C 2.30 -6.62 0.54  -0.2792
C 1.14 0.77 1.32  -0.4626
C 4.10 3.52 -10.62  -0.0061
C 4.04 -8.35 0.11  -0.0053
C 3.90 1.72 2.58  -0.8002
C 2.85 -7.99 0.75  -0.0798
C -10.58 0.79 5.11  -0.0694
C 3.93 -10.51 1.15  -0.0684
C -0.35 0.25 1.26  -0.7249
C -3.47 0.09 2.85  -0.0197
C -0.60 -4.59 1.78  -0.0309
C 4.03 3.79 -6.33  -0.0835
C -6.68 1.84 3.72  -0.2771
C -6.03 -0.59 3.70  -0.0933
C 4.06 3.64 -9.24  -0.0814
C 0.07 4.55 3.55  -0.0637
C 4.52 4.94 -7.14  -0.2778
C -10.22 2.12 4.94  -0.0688
C 0.91 -8.56 2.25  -0.2790
C 0.06 3.14 -2.82  -0.3218
C 3.07 1.58 -6.17  0.0050
C 2.20 -8.91 1.57  -0.0805
C 1.00 2.82 -1.95  -0.2173
C 0.56 -4.96 1.13  0.0013
C 5.02 5.74 -10.78  -0.0645
C -1.73 3.64 2.22  -0.0719
C 2.48 2.14 2.93  -0.2344
C 3.51 2.51 -8.43  -0.2783
C -8.03 1.46 4.21  -0.0803
C -5.69 0.76 3.48  -0.0819
C -8.38 0.12 4.39  -0.0816
C 3.11 1.67 -4.79  -0.0390
C 4.58 -9.61 0.32  -0.0666
C 3.54 2.64 -6.95  -0.0849
C -8.96 2.46 4.50  -0.0087
C -0.54 2.26 3.74  -0.4099
C -0.80 -6.81 2.70  -0.0110
C 4.07 3.87 -4.95  0.0102
C 4.58 4.57 -11.39  -0.0643
C -4.41 1.08 3.05  0.0213
C -5.08 -1.58 3.50  -0.0025
C 2.75 -10.17 1.77  -0.0101
C 1.40 1.89 0.32  -0.1735
C -9.66 -0.21 4.83  -0.0096
C -3.80 -1.24 3.08  -0.0278
C 1.05 -6.26 1.26  -0.0801
C -7.40 -0.97 4.13  -0.2815
C 0.43 1.09 3.67  -0.0801
C -1.29 -5.52 2.56  -0.0542
C 1.04 1.58 -1.13  -0.1235
C 4.51 4.80 -8.63  -0.0816
C 4.99 5.85 -9.40  -0.0065
C 0.38 -7.18 2.06  -0.0942
H 4.46 4.77 -4.48  0.1225
H -1.56 4.30 1.36  0.0905
H -0.97 -3.58 1.67  0.0987
H 5.50 -9.88 -0.17  0.1030
H -11.57 0.53 5.45  0.1019
H -9.92 -1.25 4.95  0.1167
H -2.40 4.11 2.94  0.0869
H -2.47 0.34 2.51  0.0706
H -0.17 4.49 4.62  0.0890
H -3.06 -2.01 2.93  0.1022
H 5.39 6.55 -11.38  0.1039
H -8.67 3.49 4.36  0.1173
H -2.20 -5.23 3.06  0.1027
H -0.13 0.16 3.56  0.1223
H -10.94 2.90 5.17  0.1020
H 1.10 -4.24 0.51  0.0369
H 2.24 -10.87 2.42  0.1166
H -5.35 -2.61 3.67  0.1153
H 3.75 2.61 -11.08  0.1186
H 4.36 -11.49 1.31  0.1022
H -1.32 -7.54 3.31  0.1151
H 3.43 -0.18 0.58  -0.0204
H 2.26 3.11 2.48  0.0696
H 2.68 0.70 -6.66  0.1212
H 3.65 2.88 -3.10  0.0990
H 2.31 -1.40 2.03  -0.0024
H -2.16 2.71 1.86  0.0548
H 1.13 4.71 3.41  0.0670
H 2.45 2.21 0.34  0.0565
H -0.44 5.43 3.15  0.0819
H 0.82 2.75 0.65  0.1198
H 4.62 4.47 -12.47  0.1040
H 2.55 2.31 4.01  0.1421
H 1.79 0.94 -1.61  0.0903
H 0.85 1.07 4.68  0.1401
H -4.16 2.12 2.88  0.1065
H 2.74 0.85 -4.19  0.1120
H 4.53 -7.63 -0.53  0.1199
H 5.33 6.76 -8.91  0.1183
H 0.07 1.10 -1.22  0.1184

## Properties
- F_max (eV Å⁻¹) = 0.937
- frontier orbital gap (eV) = 6.255
- net charge = -1

***

[5]
C37H87Cl6CrF3N6O20P3 | wB97M-V/def2-TZVPD

Each line ends with the Mulliken spin population.
Positions of all 163 atoms, in Å:
Cr -18.63 5.36 2.96  3.8857
Cl -18.18 5.88 9.07  0.0000
Cl -9.39 5.66 5.97  0.0000
Cl -14.06 6.45 10.10  0.0000
Cl -14.71 13.96 8.40  0.0000
Cl -13.29 10.80 8.01  0.0000
Cl -10.50 7.48 8.49  0.0000
P -17.52 2.79 5.11  -0.0015
P -20.08 12.05 10.11  0.0001
P -11.76 5.62 0.03  -0.0003
F -16.77 9.79 5.46  0.0013
F -18.52 9.20 4.29  0.0060
F -18.07 8.21 6.17  0.0030
O -17.55 1.34 4.51  -0.0012
O -10.20 5.42 -0.34  0.0000
O -12.51 4.51 -0.82  0.0000
O -17.25 6.67 3.74  0.0500
O -15.65 7.25 5.17  -0.0090
O -20.24 11.09 8.84  -0.0001
O -15.97 3.02 5.38  0.0024
O -12.27 6.99 -0.08  0.0000
O -11.88 5.05 1.51  0.0001
O -18.18 3.82 4.28  -0.0342
O -20.38 11.07 11.34  0.0000
O -20.25 5.87 4.27  0.0413
O -21.41 12.91 10.06  0.0000
O -19.40 6.84 1.55  0.0359
O -16.47 10.17 1.08  0.0002
O -22.45 12.33 6.39  0.0000
O -18.27 14.37 4.56  0.0000
O -10.00 9.08 2.48  0.0000
O -18.83 12.82 10.20  0.0000
O -18.13 2.73 6.58  -0.0001
N -22.56 10.08 6.13  0.0004
N -22.30 6.65 4.75  0.0040
N -18.65 7.61 -0.42  -0.0009
N -12.16 9.78 2.65  0.0000
N -15.46 9.84 -0.93  -0.0001
N -20.17 13.16 4.72  0.0000
C -16.99 0.23 5.26  0.0000
C -12.86 4.81 -2.17  0.0000
C -15.78 7.95 0.49  0.0135
C -18.19 12.47 6.00  0.0006
C -14.53 11.56 6.99  0.0000
C -23.06 11.27 6.52  0.0000
C -21.53 14.02 9.18  0.0000
C -19.13 7.80 0.81  -0.0010
C -11.68 5.85 2.68  0.0003
C -15.43 4.29 5.80  0.0009
C -15.89 9.45 0.28  0.0024
C -19.62 9.82 8.76  0.0007
C -10.97 9.01 4.65  0.0001
C -24.47 11.32 7.04  0.0000
C -16.61 6.71 9.30  -0.0001
C -10.85 5.73 8.22  -0.0001
C -16.63 7.73 4.28  -0.0253
C -14.44 13.07 6.90  0.0000
C -20.66 6.61 6.52  -0.0014
C -17.52 8.75 5.07  0.0113
C -12.49 9.83 1.23  0.0001
C -20.27 11.63 12.65  0.0000
C -10.98 9.35 3.16  0.0000
C -15.49 11.21 -1.42  0.0000
C -18.34 8.61 -1.42  0.0005
C -21.04 6.34 5.08  0.0098
C -9.58 4.15 -0.18  0.0000
C -13.53 7.30 6.22  0.0002
C -15.70 5.74 10.02  0.0000
C -20.87 14.04 3.80  0.0000
C -18.88 13.41 5.00  -0.0001
C -19.46 2.23 6.81  0.0012
C -22.84 6.42 3.42  -0.0018
C -19.39 9.21 1.29  0.0005
C -9.63 5.05 7.62  0.0000
C -14.45 8.02 5.29  -0.0123
C -21.28 9.82 5.50  0.0009
H -22.55 7.19 2.70  0.0004
H -22.34 13.87 8.45  0.0000
H -16.31 0.58 6.04  0.0000
H -20.47 10.21 6.11  -0.0001
H -22.49 5.45 3.08  0.0001
H -17.15 12.29 5.77  0.0000
H -20.63 14.18 8.59  0.0000
H -13.24 5.82 -2.28  0.0000
H -11.71 5.62 7.57  0.0001
H -20.38 14.18 2.84  0.0000
H -13.48 13.36 6.48  0.0000
H -20.21 10.84 13.39  0.0000
H -19.33 1.30 7.37  0.0002
H -22.78 7.32 5.33  -0.0004
H -19.99 2.97 7.41  -0.0001
H -20.11 9.73 0.66  0.0003
H -18.40 9.62 -1.03  -0.0002
H -11.14 5.36 9.20  0.0000
H -12.77 10.19 3.33  0.0001
H -21.22 10.31 4.52  -0.0001
H -18.74 11.52 5.93  -0.0005
H -11.12 6.75 2.41  0.0000
H -14.48 11.53 -1.69  0.0000
H -9.74 3.98 7.52  0.0000
H -16.47 -0.40 4.55  0.0000
H -24.69 10.46 7.69  0.0000
H -21.09 14.99 4.29  0.0000
H -20.02 1.95 5.92  -0.0006
H -25.24 11.27 6.26  0.0000
H -13.65 4.13 -2.50  0.0000
H -14.69 9.00 5.68  0.0018
H -15.08 9.14 -1.54  0.0000
H -19.86 9.13 2.27  -0.0017
H -17.38 8.42 -1.89  0.0001
H -12.58 7.80 6.39  0.0004
H -16.03 5.54 11.04  0.0000
H -18.49 6.65 -0.67  0.0017
H -21.86 13.63 3.58  0.0000
H -9.88 3.70 0.77  0.0000
H -20.73 12.60 5.35  0.0000
H -14.77 7.58 0.28  0.0010
H -12.59 6.21 3.15  0.0002
H -15.58 4.76 9.57  0.0000
H -19.58 6.50 6.66  -0.0013
H -16.50 7.40 -0.12  -0.0003
H -13.34 6.27 5.90  -0.0001
H -16.12 11.24 -2.31  0.0000
H -11.91 9.38 5.09  -0.0001
H -19.06 8.57 -2.24  0.0001
H -24.61 12.24 7.59  0.0000
H -8.74 5.22 8.23  0.0000
H -19.25 9.46 9.73  0.0000
H -21.78 14.92 9.74  0.0000
H -18.29 12.87 7.00  0.0001
H -16.09 4.96 6.35  -0.0010
H -15.09 4.79 4.89  0.0016
H -16.14 8.30 3.48  0.0196
H -20.75 7.65 6.83  0.0020
H -10.19 9.63 5.08  0.0000
H -19.36 12.23 12.78  0.0000
H -16.72 7.60 9.91  0.0000
H -15.49 11.31 7.45  0.0000
H -14.62 4.04 6.48  0.0007
H -9.88 3.52 -1.02  0.0000
H -21.14 12.27 12.81  0.0000
H -21.21 8.76 5.28  -0.0004
H -13.35 10.47 1.05  -0.0001
H -23.24 9.35 6.25  0.0001
H -20.36 9.13 8.35  -0.0001
H -13.98 7.31 7.22  0.0003
H -11.05 5.28 3.35  0.0000
H -18.49 9.81 1.43  -0.0011
H -21.06 5.85 7.18  -0.0007
H -12.69 8.86 0.76  0.0000
H -23.93 6.40 3.49  0.0000
H -11.55 10.20 0.80  0.0000
H -14.41 11.13 6.00  -0.0001
H -15.86 11.89 -0.65  0.0000
H -11.99 4.62 -2.80  0.0000
H -16.21 6.97 8.33  0.0001
H -8.50 4.29 -0.22  0.0000
H -13.98 8.12 4.31  -0.0016
H -10.86 7.95 4.84  0.0000
H -18.78 9.74 8.07  -0.0003
H -16.03 7.73 1.53  -0.0040
H -15.22 13.38 6.19  0.0000
H -17.82 -0.29 5.73  0.0000

## Properties
- F_max (eV Å⁻¹) = 2.576
- ⟨S²⟩ = 6.0051
- frontier orbital gap (alpha / beta) (eV) = 7.501 / 7.590
- 2S+1 = 5
- net charge = +1

***

[6]
C4H11NO | wB97M-V/def2-TZVPD

Each line ends with the natural charge from an NBO analysis.
Positions of all 17 atoms, in Å:
O 0.09 0.15 -1.04  -0.6941
N -1.96 -0.91 -0.42  -0.6276
C -2.14 -0.31 1.29  -0.4354
C 2.02 0.91 0.19  -0.6544
C -0.57 -1.35 -0.38  0.1188
C 1.29 0.72 -1.22  -0.0315
H -2.74 0.56 0.98  0.2048
H -2.79 -1.11 1.70  0.2082
H 1.98 0.17 -1.89  0.1399
H -1.78 0.07 -0.67  0.4094
H 0.01 -1.35 0.65  0.1811
H -0.06 -2.03 -1.12  0.2066
H 1.27 1.27 0.92  0.1985
H 1.26 1.76 -1.70  0.1754
H 2.45 0.00 0.62  0.1943
H 2.91 1.59 0.21  0.2053
H -1.23 -0.15 1.88  0.2007

## Properties
- F_max (eV Å⁻¹) = 5.183
- ΔE to the lowest compared entry with this formula, charge and spin (kcal per mole) = 114.9
- frontier orbital gap (eV) = 10.195

***

- F_max of number 4 (C54H40F3IN2O10PS)?
  0.937 eV Å⁻¹

***

- Which of these has the highest F_max?
  C5H9N3O

***

- Which of these has the highest F_max?
  C5H9N3O